(1)
Formula: C22H49ErN2OP3Se
Source: the OMol25 dataset
Level of theory: the ωB97M-V functional and the def2-TZVPD basis

Properties
total energy: -149445.5141 eV
frontier orbital gap (spin up / spin down): 5.48 / 5.57 eV
HOMO energy (spin up / spin down): -15.39 / -15.41 eV
molar mass: 696.79 g mol⁻¹
2S+1: 4
<S²>: 3.754
net charge: +3
ΔE to the lowest compared entry with this formula, charge and spin: 30.26 kJ/mol

Last column: Mulliken spin population.
CARTESIAN COORDINATES (ANGSTROEM)
H -1.71 3.22 4.62  -0.0001
H 0.25 3.31 -3.91  -0.0001
H -0.88 4.85 3.78  0.0000
Er -0.12 0.06 -0.11  3.0734
H -1.24 -2.49 1.28  -0.0026
H -2.99 0.39 1.84  -0.0019
H -0.95 -5.96 -1.30  -0.0001
C -1.23 3.58 -1.48  -0.0010
H 1.27 -1.04 1.03  0.0019
P 2.53 -0.13 1.07  -0.0038
H -2.05 4.79 2.39  0.0000
H -1.40 -1.80 -3.09  -0.0008
H 3.31 1.96 0.28  0.0004
C 0.53 2.41 -3.35  -0.0014
H 1.09 -3.20 2.49  0.0001
O -0.47 1.44 1.38  -0.0157
H -0.50 5.63 2.23  0.0000
H -0.32 4.07 -1.08  0.0000
H 2.42 -1.31 -4.09  0.0000
C -2.20 1.73 -3.44  -0.0005
Se -2.85 -0.57 -0.52  -0.0271
H -3.11 3.74 3.61  -0.0001
H -1.91 -0.08 3.19  -0.0001
C -2.45 -4.47 -1.85  -0.0003
H -0.11 -2.47 -4.12  0.0000
H 0.72 1.61 -4.08  0.0001
P 0.87 -1.28 -2.30  -0.0097
H 2.27 -4.59 2.90  0.0000
C -2.95 -3.19 -1.59  0.0013
H 3.95 -1.59 -0.27  0.0000
C -1.00 4.77 2.69  0.0000
H 1.69 3.06 2.13  -0.0001
H -3.47 0.70 3.55  0.0000
H -2.85 -5.03 -2.68  0.0000
H -0.54 -0.73 -4.22  -0.0002
H 2.81 0.99 -1.13  -0.0002
H 2.46 -2.87 -1.38  -0.0002
C 2.23 -0.59 -3.29  0.0000
H -2.38 2.69 -3.94  -0.0003
C -2.54 2.89 3.98  0.0000
C -0.42 -1.59 -3.55  0.0009
C 0.96 3.72 1.61  0.0005
C -2.47 -2.43 -0.53  -0.0024
C -0.93 -4.23 -0.04  0.0021
H -3.22 2.28 4.58  0.0000
C -2.63 0.68 2.85  0.0022
C 0.26 -5.17 2.55  0.0001
N -0.37 3.56 2.19  -0.0002
C 1.57 -2.94 -2.02  -0.0013
H 4.11 -1.91 1.48  0.0000
H 0.94 3.48 0.54  0.0000
H -3.13 1.39 -2.96  0.0001
H 1.59 1.86 -0.15  -0.0023
C 3.99 -1.12 0.73  0.0004
H 3.13 -0.48 -2.68  0.0001
H 1.99 0.38 -3.73  0.0002
H -0.76 -4.75 2.42  0.0000
H -3.69 -2.73 -2.26  0.0002
H -0.02 -4.56 0.46  -0.0001
P -0.84 1.93 -2.21  -0.0090
H 2.70 -0.32 3.44  0.0000
H 1.85 1.18 2.97  0.0003
H 1.45 2.59 -2.79  0.0003
N -2.04 2.04 2.88  -0.0002
C -1.42 -5.01 -1.09  -0.0021
H 3.62 1.08 2.82  -0.0001
H -1.95 3.46 -0.65  -0.0001
H 1.27 4.77 1.72  0.0000
C 1.26 -4.28 2.62  0.0003
H -1.94 0.99 -4.20  0.0001
C -1.55 -3.03 0.37  -0.0014
C -0.97 2.36 2.15  -0.0017
H 1.85 -3.31 -3.01  -0.0002
H -1.68 4.22 -2.25  -0.0001
H 0.35 -6.27 2.65  0.0000
H 0.84 -3.62 -1.55  0.0007
C 2.69 0.52 2.73  -0.0001
H 4.88 -0.48 0.77  -0.0001
C 2.53 1.27 -0.10  0.0016

***

(2)
Formula: C22H49EuN2OP3S
Source: the OMol25 dataset
Level of theory: the ωB97M-V functional and the def2-TZVPD basis

Properties
total energy: -86637.3501 eV
frontier orbital gap (spin up / spin down): 5.92 / 4.70 eV
HOMO energy (spin up / spin down): -15.72 / -15.67 eV
molar mass: 634.60 g mol⁻¹
2S+1: 7
<S²>: 12.086
net charge: +3
ΔE to the lowest compared entry with this formula, charge and spin: 0.00 kJ/mol

Last column: Mulliken spin population.
CARTESIAN COORDINATES (ANGSTROEM)
N -1.76 0.04 4.41  -0.0016
C 3.25 -2.01 0.47  -0.0007
H 1.33 4.30 -1.65  -0.0006
H -2.09 0.25 6.52  0.0000
C -2.66 -0.09 3.24  -0.0033
H -2.86 0.91 2.83  0.0000
H -3.85 1.55 -8.52  -0.0003
P -1.05 -2.49 -0.45  -0.0129
H 1.03 2.85 -2.67  -0.0017
C -1.03 0.72 -3.15  0.1669
H 2.08 0.48 3.15  -0.0046
C 1.23 -2.13 2.62  0.0593
C 3.32 2.02 -1.07  0.0007
H 0.97 -0.63 -0.45  0.3516
H 1.61 -0.71 6.04  0.0001
C 0.87 3.30 -1.68  0.0017
H 1.29 2.19 6.64  -0.0001
H -2.10 -1.43 5.94  0.0000
H -0.83 2.00 -9.13  -0.0001
C -2.23 0.92 -3.87  0.1174
C 2.09 3.48 0.86  0.0049
C -1.86 -3.67 0.72  0.0044
H 2.33 1.33 5.45  0.0005
H -3.20 1.00 -5.76  -0.0016
H 3.84 -1.33 -0.16  0.0010
H 2.78 -2.74 -0.22  -0.0032
H 0.73 -3.21 -1.93  0.0011
H -1.80 -2.22 -2.75  0.0016
H 3.50 0.78 2.12  -0.0053
H 1.02 0.01 -3.23  0.0015
H 1.33 -1.62 3.60  -0.0155
H -0.22 3.39 -1.53  0.0002
H -1.07 -4.28 1.19  0.0004
H 0.16 -2.28 2.46  0.0018
H -2.97 -1.52 -1.62  0.0022
H 0.72 -4.14 -0.39  -0.0003
C -2.30 -2.38 -1.79  -0.0003
C -0.59 0.77 4.38  0.0014
N 0.24 0.77 5.46  0.0022
H 1.39 4.32 0.84  0.0004
C 0.10 -3.73 -1.20  0.0004
H 3.91 1.45 -0.34  -0.0001
H 0.30 -0.39 7.22  0.0003
O -0.97 0.99 -1.86  0.1878
C 1.33 1.79 5.63  0.0005
H 0.98 -0.16 -5.78  0.0035
H 1.20 2.60 4.88  -0.0002
C -2.27 0.77 -5.24  0.0286
H -2.90 3.16 -8.39  0.0000
S -0.26 1.70 2.99  0.0090
C 0.13 0.22 -3.83  0.1476
C -2.37 -0.39 5.67  0.0001
H 3.78 3.01 -1.21  -0.0006
H -2.89 -3.30 -1.81  -0.0001
C 2.85 0.00 2.52  0.0574
H 1.73 -3.11 2.68  0.0034
C 0.54 -0.51 6.15  0.0001
H 3.10 3.84 0.60  -0.0005
H -3.63 -0.49 3.62  0.0002
H 3.28 1.47 -2.02  -0.0016
P 1.91 -1.04 1.27  0.2142
H -2.25 -0.75 2.45  0.0051
H 3.41 -0.69 3.16  0.0131
Eu -0.64 0.43 0.29  4.3668
C -1.78 1.46 -9.02  0.0037
C 0.06 0.08 -5.22  0.0402
C -2.89 2.09 -8.62  0.0102
H 3.90 -2.53 1.17  0.0006
H 2.10 3.03 1.86  0.0002
H -0.45 -4.54 -1.69  0.0003
H -2.40 -3.10 1.50  0.0001
H -1.14 0.09 -6.97  0.0275
C -1.13 0.29 -5.90  0.2365
H -1.78 0.40 -9.29  0.0007
H -2.56 -4.32 0.18  0.0017
P 1.62 2.23 -0.41  -0.0247
H -0.04 -1.35 5.72  -0.0010
H -3.46 -0.34 5.54  0.0000
H -3.08 1.18 -3.24  -0.0005

***

(3)
Formula: C22H49NOP2ReSi2
Source: the OMol25 dataset
Level of theory: the ωB97M-V functional and the def2-TZVPD basis

Properties
total energy: -63606.0052 eV
frontier orbital gap (spin up / spin down): 5.30 / 6.09 eV
HOMO energy (spin up / spin down): -5.07 / -6.75 eV
molar mass: 647.97 g mol⁻¹
2S+1: 4
<S²>: 3.798
net charge: 0
ΔE to the lowest compared entry with this formula, charge and spin: 322.12 kJ/mol

Last column: Mulliken spin population.
CARTESIAN COORDINATES (ANGSTROEM)
C -0.87 -4.86 -0.70  -0.0716
N -0.19 -1.28 -0.96  0.2440
H -0.47 -2.07 3.23  -0.0008
H -3.48 2.70 -1.73  0.0014
H 2.48 2.38 1.71  -0.0104
H -0.23 -3.31 0.69  0.0162
H 3.47 3.14 -1.07  0.0425
H 1.95 -0.93 2.51  -0.0076
C -0.48 1.77 4.20  0.0043
H 1.97 3.07 3.25  0.0048
C 2.70 -2.31 0.50  0.0010
C 2.38 3.44 -1.03  0.0218
H -2.96 1.75 2.77  -0.0019
H 2.56 0.19 3.75  0.0011
H 2.45 2.75 -3.92  0.0392
H -3.79 0.35 3.50  0.0009
H 3.74 -2.53 0.79  0.0000
H -1.18 2.56 3.88  0.0004
H -1.20 1.63 1.11  0.0014
C -0.33 -2.58 -1.32  -0.1018
C -1.59 1.38 -3.51  0.0657
C 1.65 -0.25 3.30  0.0124
Si 0.54 1.16 2.77  0.0237
H 1.98 3.39 -0.02  0.0053
H -1.97 3.32 -1.01  0.0103
H 1.17 -0.84 4.09  0.0003
H 4.31 -1.66 -1.67  0.0000
H 0.60 2.81 -3.90  0.0012
H 1.56 4.23 -3.36  -0.0009
H -1.32 0.48 -4.06  -0.0002
H -4.13 0.80 1.81  0.0007
C -1.40 -1.52 3.46  0.0032
Si -2.02 -0.48 2.03  -0.0105
H -1.02 1.00 4.75  -0.0013
H 3.70 0.47 1.69  0.0017
H -1.03 -5.64 0.06  -0.0041
C 1.74 2.65 -2.11  0.5989
P 2.71 -0.65 -0.22  0.0876
H -0.81 2.12 -3.68  -0.0062
P -1.73 1.04 -1.73  0.0113
H -1.28 -0.97 4.40  0.0007
H 1.01 3.40 1.79  -0.0018
C -0.51 -2.89 -2.75  0.1354
H -1.11 -4.44 -4.14  -0.0029
H 3.97 1.37 0.17  0.0043
C -2.92 -1.76 0.99  0.0171
H 2.38 -3.02 -0.26  0.0014
C 3.92 0.37 0.62  -0.0132
H -3.44 -0.57 -1.01  -0.0114
H 3.84 -0.03 -2.28  0.0015
C -1.14 -5.16 -2.09  0.1333
Re 0.05 0.49 -0.69  1.3982
H -1.48 -6.14 -2.35  0.0119
H -3.93 -1.41 0.72  0.0002
C 3.48 -0.95 -1.83  -0.0056
H 4.88 -0.14 0.50  0.0001
C -3.34 0.74 2.58  0.0080
H -2.76 -1.01 -2.59  -0.0021
H -0.16 2.10 -1.01  0.0593
H -0.36 -2.13 -3.45  0.0160
H 2.73 -1.42 -2.50  0.0004
H -2.18 -2.27 3.64  0.0000
H -3.94 0.34 -2.46  -0.0011
C -3.10 -0.17 -1.96  0.0268
H -2.38 -2.09 0.10  -0.0044
C 1.60 2.64 2.31  0.0300
H -3.01 2.25 -0.06  -0.0067
O 1.78 1.28 -2.04  -0.0089
C -0.63 0.68 1.21  0.1666
H 2.30 4.47 -1.37  -0.0041
H -2.53 1.80 -3.89  0.0023
C -0.93 -4.20 -3.08  -0.0725
H 2.05 -2.41 1.37  -0.0017
C 1.55 3.15 -3.43  0.0165
H 0.26 2.22 4.88  -0.0003
C -2.64 2.46 -1.07  0.0230
C -0.42 -3.61 -0.38  0.0986
H -3.06 -2.66 1.61  0.0006

***

(4)
Formula: C22H50BrCl2LuN10
Source: the OMol25 dataset
Level of theory: the ωB97M-V functional and the def2-TZVPD basis

Properties
total energy: -167226.2077 eV
frontier orbital gap: 9.89 eV
HOMO energy: -14.08 eV
molar mass: 780.49 g mol⁻¹
net charge: +2
ΔE to the lowest compared entry with this formula, charge and spin: 0.00 kJ/mol

Last column: Mulliken charge in e.
CARTESIAN COORDINATES (ANGSTROEM)
H 0.45 -6.85 -0.84  0.4006
C -2.69 -3.30 -0.32  -1.0607
H -0.45 2.61 0.34  -0.1711
H 3.77 4.80 -1.50  0.3965
H -0.37 2.10 -3.18  0.3584
C 2.34 -0.31 1.57  -1.2518
H 0.61 -0.50 3.95  0.4089
N -1.58 -3.69 -1.19  0.4431
N 2.79 3.26 -0.41  0.6059
H 0.72 0.97 2.98  0.1431
C -4.08 0.40 2.91  -0.9029
N 1.33 2.71 -2.09  0.7706
N 1.51 1.29 -0.19  1.5180
C 1.89 -4.74 -1.31  -0.9646
H 3.41 1.31 0.78  0.5797
C -0.30 -3.72 -0.76  -0.1114
N 0.98 -0.80 1.89  1.2147
N -3.37 1.61 2.50  0.2702
H 2.23 -3.72 -1.36  0.1777
H -1.33 2.59 -1.21  0.2641
C -2.43 1.53 1.51  0.0744
H -2.58 -3.37 -2.98  0.3966
N 0.13 -2.75 0.05  0.5157
H -2.55 -5.07 -2.47  0.3814
N -1.51 0.57 1.52  0.3503
H 2.08 4.28 -3.31  0.3634
H 2.52 5.08 0.58  0.4465
H -1.09 -4.31 -3.12  0.3745
H -5.13 0.47 2.59  0.3795
H 4.82 3.64 -0.67  0.3676
H 1.12 -4.15 1.31  0.6361
C 0.67 1.81 -3.03  -1.1940
H -3.26 3.68 2.69  0.3193
C 1.86 2.37 -0.90  -1.3465
H 3.09 0.36 -3.10  0.1736
N -2.51 2.45 0.53  0.3995
C 2.55 4.01 0.81  -1.0898
C 2.36 1.09 1.00  -0.7602
H -3.65 -0.47 2.43  0.1865
Lu -0.19 -0.44 -0.14  0.9404
H -4.60 2.35 0.45  0.4064
H 3.97 3.15 -2.14  0.2939
H -2.31 -2.87 0.60  0.2067
H 2.95 -0.31 2.48  0.3762
H -4.92 3.05 2.57  0.3612
H 2.07 1.79 1.79  0.2901
C 3.27 -0.63 -2.71  -0.3622
H -3.28 -4.19 -0.07  0.3724
C 1.32 4.09 -2.55  -1.2739
Cl 4.36 -0.55 -1.35  -0.1133
H -1.35 4.04 -0.17  0.5039
C 1.02 -2.24 2.23  -1.5895
C 3.89 3.75 -1.23  -1.1558
H -1.58 -1.03 2.89  0.2837
C -0.15 -6.10 -1.34  -1.1694
H -1.16 -6.13 -0.93  0.3552
H 0.34 4.29 -2.99  0.4341
C -1.35 2.94 -0.17  -0.9174
H -3.94 3.99 0.25  0.3903
H -3.80 2.80 -1.06  0.3423
C -1.16 -0.02 2.82  -0.6863
Cl 1.65 -1.33 -2.31  0.0355
N 0.45 -4.79 -1.11  0.2902
H 1.58 3.74 1.24  0.2282
H -3.33 -2.58 -0.82  0.3579
H 2.80 -1.01 0.87  -0.0881
C -3.79 2.93 0.02  -1.2180
H -3.99 2.83 4.06  0.3772
H -0.19 -6.35 -2.41  0.3783
H 0.06 -2.49 2.70  0.3280
Br -1.91 -0.39 -2.08  -0.4996
H 2.12 -5.22 -2.26  0.3800
H -4.05 0.26 3.99  0.3184
H 1.18 1.86 -4.00  0.3801
C 0.34 -0.05 2.99  -1.4483
H 1.46 4.77 -1.72  0.3743
C 1.19 -3.10 1.00  -0.9183
C -3.92 2.86 2.97  -1.0787
C -1.97 -4.15 -2.51  -1.2516
H 2.42 -5.27 -0.52  0.3409
H 3.32 3.84 1.56  0.3111
H 1.81 -2.43 2.96  0.3441
H -1.54 0.54 3.68  0.6045
H 3.67 -1.30 -3.46  0.5166
H 0.69 0.79 -2.68  0.1944
H 2.20 -2.97 0.59  0.3906

***

(5)
Formula: C22H50Cl24O7
Source: the OMol25 dataset
Level of theory: the ωB97M-V functional and the def2-TZVPD basis

Properties
total energy: -338493.1711 eV
frontier orbital gap: 10.67 eV
HOMO energy: -10.41 eV
molar mass: 1277.51 g mol⁻¹
net charge: 0

Last column: Mulliken charge in e.
CARTESIAN COORDINATES (ANGSTROEM)
H -1.79 -5.54 1.57  0.2934
C -4.40 -1.26 -3.94  0.4923
H -3.59 2.68 1.17  -0.1826
H -0.52 5.64 -0.30  0.2782
H 5.29 -4.78 0.92  0.3394
H -0.43 3.25 -0.20  -0.1672
Cl 1.54 -4.57 -3.74  -0.1243
C -2.91 -0.77 1.73  -0.1975
O -0.44 3.72 -1.00  0.0868
H -4.81 -0.83 3.00  0.3601
C -1.53 5.49 -2.15  -1.1243
C -1.34 -5.66 0.56  -1.3041
Cl 1.62 -6.49 -1.64  -0.1260
H -0.63 5.52 -2.80  0.2659
Cl 0.73 3.71 -5.08  -0.1189
C -1.18 4.89 -0.76  0.4625
Cl 0.52 0.88 -4.35  -0.0870
C 4.27 3.06 -2.28  -0.2143
Cl 2.62 3.55 -2.20  0.0769
C 0.90 -1.48 3.95  0.2021
Cl 2.62 3.56 1.62  -0.0944
O 0.01 -2.53 3.55  -0.6446
H -2.19 -5.92 -0.12  0.3873
H -4.52 3.35 -2.58  0.2630
H 4.78 0.99 1.05  -0.1796
H -3.07 4.17 1.42  0.2484
H 1.10 -4.90 0.96  0.1260
Cl 4.14 -5.55 -2.65  -0.1264
H -1.27 -3.66 0.30  0.2124
Cl -3.98 -2.19 -5.33  -0.1260
Cl -5.57 -0.03 -4.36  -0.1271
H -2.05 4.64 -0.21  -0.3291
Cl 6.37 2.72 0.95  -0.1313
Cl 1.24 4.62 4.02  -0.1484
O 0.50 -4.19 1.02  -0.1112
Cl -1.79 2.48 -4.82  -0.1369
H 1.85 -1.89 4.34  0.4112
H -0.28 2.78 -3.08  -0.7133
H -4.10 3.61 -0.80  0.1765
Cl 6.65 -0.05 0.31  -0.1221
H -0.16 -1.49 5.91  0.3290
C 1.79 3.20 3.17  0.9059
H -3.43 -1.74 3.49  0.3915
H 4.68 0.14 -5.02  -0.0126
H -2.28 2.07 3.43  0.1935
H -3.16 0.10 1.23  0.2607
C 2.48 -5.15 -2.31  1.1257
C 0.15 -0.85 -0.44  0.2848
H -4.24 3.52 2.54  0.4982
Cl 1.19 -1.84 -1.49  0.0590
H 3.57 -6.28 0.49  0.2434
C -0.19 2.52 -4.15  0.9673
H -1.02 1.50 1.88  -0.1310
C -2.12 2.88 2.78  -0.3673
C 0.21 -0.75 5.13  -0.9344
H 3.87 -2.78 0.03  0.1256
H -3.42 -0.79 -3.61  -0.1377
C -0.61 -4.47 0.16  0.1672
H -0.14 -1.48 0.47  -0.7548
C -5.71 2.31 -0.92  -0.2059
Cl -1.39 -0.59 -1.36  0.1142
C 5.84 1.11 1.34  0.5131
H -0.65 -6.53 0.63  0.2681
O -1.07 2.44 1.90  0.1593
H -3.22 -1.67 1.16  0.2864
Cl 6.14 0.70 3.04  -0.1370
H 4.92 3.57 -1.64  0.2714
H -3.71 2.09 -1.54  0.1853
C 3.83 -3.14 1.06  -0.2014
H 0.45 -3.21 3.00  0.2497
H -1.21 -1.48 2.47  0.0885
H -2.11 6.42 -2.16  0.3882
H 4.29 -4.87 2.33  0.2753
H 1.00 -0.80 3.10  -0.0113
Cl 4.51 1.32 -1.83  0.0434
C 4.27 -4.54 1.27  -0.5152
C -3.68 -0.80 3.03  -1.2678
H -5.57 1.87 0.04  0.1282
H -2.18 4.80 -2.69  0.1154
H -0.30 -4.45 -0.90  0.0193
H -7.19 3.52 -1.47  0.3106
Cl 0.92 0.61 0.09  0.2718
H -0.72 -0.39 4.73  0.0520
C -4.46 2.86 -1.51  -0.5112
Cl 4.83 3.33 -3.95  -0.1458
C -3.37 3.28 1.99  -0.8193
Cl 2.97 2.32 4.24  -0.1450
Cl -4.99 -2.31 -2.63  -0.1447
H 4.55 -2.49 1.59  0.3160
O -1.46 -0.68 1.94  0.0753
O 3.23 -5.37 0.68  -0.3619
C 5.04 -0.77 -5.41  0.3388
H -3.37 0.02 3.70  0.1881
Cl 6.05 -0.67 -6.87  -0.1184
Cl 3.58 -1.83 -5.61  -0.0951
H 0.85 2.61 3.01  -0.5742
H -6.18 1.53 -1.57  0.2974
Cl 5.99 -1.30 -3.97  -0.1386
H 0.86 0.07 5.52  0.2832
H 2.84 -2.97 1.47  -0.1551
H 2.53 -4.37 -1.59  -0.8283
O -6.72 3.33 -0.67  -0.5875
H -1.77 3.77 3.24  0.4649